Model i:
Computed, not measured: a gas-phase ion, C6H11N (charge -1), with ωB97M-V/def2-TZVPD.

Last column: Löwdin charge in e.
Atoms and positions in Å:
C  1.669  -1.270  -1.573  -0.2313
N  1.124  -0.303  -0.720  -0.1094
C  -0.235  -0.186  -0.782  -0.5083
C  -1.009  -0.537  -1.841  -0.1032
C  -0.850  1.431  2.731  -0.1794
C  -0.265  0.861  1.440  -0.2771
C  -0.882  0.076  0.539  -0.1564
H  1.332  -2.332  -1.197  0.1080
H  1.541  -1.144  -2.712  0.0740
H  2.716  -1.548  -1.536  0.0376
H  1.749  0.493  -0.576  0.0929
H  -2.128  -0.311  -2.002  0.0205
H  -0.632  -1.130  -2.716  -0.0126
H  -1.542  0.735  3.129  0.0221
H  -1.322  2.371  2.435  0.0385
H  -0.011  1.548  3.542  0.0758
H  0.621  1.443  1.115  0.0549
H  -1.876  -0.198  0.726  0.0533

2S+1: 2
Kohn-Sham gap (alpha / beta): 0.127 / 0.253 Ha
total charge: -1
HOMO (alpha / beta): 0.0298 / -0.1017 Eh

---

Model ii:
Computed, not measured: a gas-phase ion, C6H11N (charge -1), with ωB97M-V/def2-TZVPD.

Last column: Löwdin charge in e.
Atoms and positions in Å:
C  -1.276  -0.549  -2.552  -0.1452
C  -0.527  0.463  -1.634  -0.3207
N  0.075  1.472  1.130  0.0515
C  0.486  0.159  0.732  -0.4464
C  0.335  -0.216  -0.610  -0.1752
C  1.324  -0.403  3.027  -0.1404
C  0.902  -0.740  1.736  -0.2648
H  -2.360  -0.428  -2.527  0.0460
H  -0.921  -0.479  -3.587  0.0444
H  -0.982  -1.557  -2.250  0.0485
H  -1.274  1.135  -1.194  0.0747
H  0.076  1.086  -2.298  0.0730
H  -0.655  1.780  0.497  0.0341
H  -0.372  1.466  2.043  0.0520
H  1.077  -0.886  -1.044  0.0653
H  1.921  -1.071  3.645  -0.0294
H  0.961  0.453  3.580  -0.0316
H  1.209  -1.685  1.307  0.0642

2S+1: 2
Kohn-Sham gap (alpha / beta): 0.152 / 0.229 Ha
total charge: -1
HOMO (alpha / beta): 0.0038 / -0.0780 Eh

---

Model iii:
Computed, not measured: a gas-phase ion, C6H11N (charge -1), with ωB97M-V/def2-TZVPD.

Last column: Löwdin charge in e.
Atoms and positions in Å:
C  -1.124  1.305  2.007  -0.1188
C  -1.984  0.167  1.374  -0.3144
C  -1.460  -0.649  0.226  -0.2882
C  0.060  -0.772  0.211  -0.1983
C  0.725  -0.262  -0.879  -0.3252
N  1.858  -0.681  -1.557  -0.1359
C  2.595  0.336  -1.905  -0.2874
H  -0.147  1.269  1.788  -0.0075
H  -1.454  1.468  3.050  0.0593
H  -1.367  2.322  1.454  0.0904
H  -2.982  0.548  1.252  0.0751
H  -2.207  -0.400  2.272  0.0737
H  -2.012  -0.376  -0.764  0.1178
H  -2.006  -1.611  0.463  0.0897
H  0.411  -1.592  0.930  0.0879
H  0.467  0.772  -1.173  0.0727
H  2.292  1.412  -1.687  0.0125
H  3.124  0.214  -2.895  -0.0033

2S+1: 2
Kohn-Sham gap (alpha / beta): 0.166 / 0.254 Ha
total charge: -1
HOMO (alpha / beta): -0.0180 / -0.1080 Eh

---

Tell me which of them is the least stable. Sure, it is model i.

---

Model i:
Computed, not measured: a molecular structure, C5H11O3Zn, with ωB97M-V/def2-TZVPD.

Last column: Löwdin charge in e.
Atoms and positions in Å:
O  -2.670  -0.439  -1.296  -0.3240
C  -2.746  -0.411  0.061  -0.4822
C  -1.842  0.636  0.717  -0.1888
O  -0.469  0.483  0.328  -0.3382
C  0.556  0.511  1.304  -0.1699
C  1.717  -0.286  0.760  -0.1798
O  1.923  0.100  -0.598  -0.3832
C  3.151  -0.357  -1.152  -0.0772
Zn  0.130  0.324  -1.554  0.8308
H  -2.504  -1.397  0.536  0.0989
H  -3.761  -0.152  0.464  0.1073
H  -1.893  0.597  1.818  0.1234
H  -2.101  1.629  0.321  0.1260
H  0.228  0.075  2.256  0.1408
H  0.838  1.565  1.453  0.1418
H  1.508  -1.367  0.795  0.1434
H  2.619  -0.075  1.351  0.1394
H  3.158  -0.079  -2.211  0.0891
H  3.990  0.128  -0.635  0.1002
H  3.232  -1.449  -1.051  0.1023

2S+1: 2
Kohn-Sham gap (alpha / beta): 0.260 / 0.221 Ha
total charge: 0
HOMO (alpha / beta): -0.2499 / -0.2512 Eh

---

Model ii:
Computed, not measured: a molecular structure, C5H11O3Zn, with ωB97M-V/def2-TZVPD.

Last column: Löwdin charge in e.
Atoms and positions in Å:
O  -1.413  1.110  -0.930  -0.5001
C  -1.695  2.285  -1.615  -0.2940
C  -1.482  2.133  -3.112  -0.1993
O  -0.205  2.668  -3.448  -0.1361
C  0.121  2.705  -4.762  -0.2469
C  1.346  3.023  -5.182  0.0217
Zn  0.145  0.278  -1.039  0.7959
H  -1.082  3.112  -1.209  0.1276
H  -2.744  2.598  -1.454  0.1317
H  -2.287  2.644  -3.662  0.1282
H  -1.515  1.091  -3.469  0.1248
H  -0.627  2.274  -5.437  0.1206
H  2.145  3.259  -4.478  0.0629
H  1.551  3.049  -6.250  0.0525
O  -3.472  -0.134  -0.454  -0.1629
H  -2.685  0.434  -0.647  -0.0339
C  -3.266  -1.395  -1.036  -0.2051
H  -4.188  -1.984  -0.933  0.0762
H  -3.004  -1.322  -2.107  0.0707
H  -2.462  -1.964  -0.535  0.0654

2S+1: 2
Kohn-Sham gap (alpha / beta): 0.323 / 0.271 Ha
total charge: 0
HOMO (alpha / beta): -0.3172 / -0.3344 Eh

---

Tell me which of them is the least stable. Sure, it is model i.

---

Model i:
Computed, not measured: C2H2O2 in the gas phase, with ωB97M-V/def2-TZVPD.

Last column: Löwdin charge in e.
Atoms and positions in Å:
C  -0.440  0.031  0.039  -0.2143
C  1.447  -0.049  -0.083  -0.0388
O  0.600  0.966  0.056  -0.0031
O  0.495  -1.015  0.021  -0.0194
H  -1.141  0.119  0.871  0.1420
H  -0.961  -0.051  -0.903  0.1335

2S+1: 1
Kohn-Sham gap: 0.398 Ha
total charge: 0
HOMO: -0.3683 Eh

---

Model ii:
Computed, not measured: C2H2O2 in the gas phase, with ωB97M-V/def2-TZVPD.

Last column: Löwdin charge in e.
Atoms and positions in Å:
C  -0.764  0.349  0.252  -0.5245
C  0.545  -0.128  -0.213  0.0274
O  -1.842  0.698  -0.011  0.1791
O  -0.050  -0.267  1.129  0.1363
H  0.670  -1.032  -0.727  0.0894
H  1.441  0.380  -0.430  0.0923

2S+1: 1
Kohn-Sham gap: 0.418 Ha
total charge: 0
structure (SMILES): O=C1CO1
HOMO: -0.3885 Eh

---

Model iii:
Computed, not measured: C2H2O2 in the gas phase, with ωB97M-V/def2-TZVPD.

Last column: Löwdin charge in e.
Atoms and positions in Å:
C  -0.299  0.248  0.811  -0.5481
C  -0.201  -0.227  -0.541  -0.0254
O  -0.315  0.701  1.905  0.1550
O  0.674  0.556  0.160  0.1318
H  -0.278  -0.051  -1.692  0.1501
H  0.420  -1.227  -0.643  0.1366

2S+1: 1
Kohn-Sham gap: 0.410 Ha
total charge: 0
structure (SMILES): O=C1CO1
HOMO: -0.3881 Eh

---

Model iv:
Computed, not measured: C2H2O2 in the gas phase, with ωB97M-V/def2-TZVPD.

Last column: Löwdin charge in e.
Atoms and positions in Å:
O  1.509  -0.485  -0.798  0.1323
C  0.950  -0.076  0.162  -0.3036
C  -1.201  0.282  -0.635  0.1099
O  -0.439  -0.164  0.352  -0.1054
H  1.404  0.372  1.055  0.1468
H  -2.216  0.035  -0.242  0.0200

2S+1: 1
Kohn-Sham gap: 0.345 Ha
total charge: 0
HOMO: -0.3454 Eh

---

Tell me which of them is the least stable. Sure, it is model iii.

---

Model i:
Computed, not measured: 4 unconnected molecules or ions with the total composition CH11N3O3, with ωB97M-V/def2-TZVPD.

Last column: Löwdin charge in e.
Atoms and positions in Å:
N  -1.861  -0.235  0.281  0.0845
C  -0.983  -1.475  -0.054  -0.5591
N  -0.647  -1.586  -1.411  0.2597
N  0.206  -1.225  0.725  0.2185
H  -2.597  0.070  -0.399  0.1086
H  -2.034  -0.245  1.340  0.1302
H  -0.770  -2.492  -1.860  0.0780
H  -1.463  -2.340  0.416  0.1414
H  0.972  -1.684  0.193  0.1216
H  0.258  1.975  -0.368  0.0018
H  -0.233  0.668  -1.178  -0.0077
O  0.180  1.579  -1.319  -0.1432
H  2.659  0.777  -0.836  0.0359
H  0.406  -0.266  0.962  0.0493
O  2.540  0.602  0.117  -0.1312
H  0.884  2.789  1.668  0.0268
H  1.818  1.170  0.523  -0.0656
O  0.664  1.920  1.198  -0.3495

2S+1: 1
Kohn-Sham gap: 0.139 Ha
total charge: 0
HOMO: -0.3250 Eh

---

Model ii:
Computed, not measured: 4 unconnected molecules or ions with the total composition CH11N3O3, with ωB97M-V/def2-TZVPD.

Last column: Löwdin charge in e.
Atoms and positions in Å:
N  0.285  -0.701  1.014  0.1235
C  0.379  0.199  -0.001  -0.5896
N  1.094  1.441  0.195  0.1167
N  -0.068  0.000  -1.218  0.0460
H  -0.270  -1.520  0.643  0.1305
H  0.088  -0.517  1.992  0.1065
H  1.238  1.842  -0.683  0.0650
H  1.819  1.113  0.844  0.1035
H  -0.196  -1.004  -1.398  0.0550
H  -2.021  0.985  1.068  0.0150
H  -3.104  1.390  1.843  -0.0481
O  -2.347  0.973  1.993  -0.0226
H  2.124  -2.682  -0.532  0.0048
H  2.557  -3.933  -1.525  0.1030
O  2.766  -2.957  -1.208  -0.1204
H  -1.546  1.093  -1.356  0.0196
H  -0.943  2.300  -0.704  0.0297
O  -1.855  1.977  -0.968  -0.1380

2S+1: 1
Kohn-Sham gap: 0.359 Ha
total charge: 0
structure (SMILES): N=C(N)N.O.O.O
HOMO: -0.3478 Eh

---

Tell me which of them is the least stable. Sure, it is model i.